1.
Below is 2 unconnected molecules or ions with the total composition CH3O3S in a non-equilibrium geometry, with properties calculated with wB97M-V/def2-TZVPD.

Positions of all 8 atoms, in Å:
C: -0.55 0.84 0.33
O: 1.74 -1.04 -1.35
O: -1.23 -0.11 -0.04
O: 0.70 0.95 0.54
S: 0.85 -2.15 -0.45
H: -1.02 1.86 0.54
H: 2.13 -0.31 -0.89
H: -0.35 -1.44 -0.29

Its net charge is -1. The total energy comes out at -18064.0407 eV. For the gap between HOMO and LUMO, the calculation gives 8.03 eV. The calculation puts the relative energy (zero: lowest compared OMol25 entry of this formula, charge and spin) at 0.8188 eV. The calculation puts the LUMO energy at 3.86 eV. The spin multiplicity is 1.

Atomic partial charges in e from the Mulliken method, atoms 1 to 2: number 1, C, carries 0.046; number 2, O, carries -0.479

=====

2.
Below is C23H21NO3 in the gas phase, with properties calculated with wB97M-V/def2-TZVPD.

Positions of all 48 atoms, in Å:
O: -0.64 -1.68 1.48
C: -0.96 -2.24 0.47
C: 0.05 -2.64 -0.61
N: 1.15 -1.71 -0.58
C: 1.32 -0.80 -1.57
O: 0.79 -0.90 -2.66
C: 2.20 0.40 -1.20
C: 3.45 0.03 -0.43
C: 4.11 -1.16 -0.68
C: 5.27 -1.48 -0.01
C: 5.80 -0.61 0.92
C: 5.17 0.60 1.16
C: 4.00 0.92 0.49
C: 1.25 1.33 -0.48
C: 0.63 2.35 -1.19
C: -0.29 3.18 -0.57
C: -0.61 2.99 0.76
C: 0.00 1.98 1.48
C: 0.92 1.15 0.86
O: -2.19 -2.57 0.13
C: -3.26 -2.15 0.98
C: -3.91 -0.91 0.43
C: -5.25 -0.93 0.04
C: -5.83 0.21 -0.49
C: -5.09 1.36 -0.65
C: -3.76 1.38 -0.27
C: -3.17 0.25 0.27
H: -0.41 -2.61 -1.59
H: 0.40 -3.66 -0.40
H: 1.51 -1.49 0.34
H: 2.50 0.86 -2.14
H: 3.70 -1.85 -1.42
H: 5.77 -2.42 -0.22
H: 6.71 -0.86 1.45
H: 5.58 1.29 1.88
H: 3.52 1.86 0.68
H: 0.86 2.49 -2.23
H: -0.76 3.97 -1.14
H: -1.33 3.64 1.25
H: -0.24 1.82 2.52
H: 1.39 0.37 1.44
H: -3.96 -2.98 1.02
H: -2.85 -1.95 1.98
H: -5.83 -1.83 0.15
H: -6.87 0.19 -0.79
H: -5.55 2.25 -1.07
H: -3.17 2.28 -0.39
H: -2.14 0.28 0.57

The total energy comes out at -31825.5528 eV. For the gap between HOMO and LUMO, the calculation gives 9.83 eV. The calculation puts the relative energy (zero: lowest compared OMol25 entry of this formula, charge and spin) at 1.4057 eV. The calculation puts the LUMO energy at 0.79 eV. The spin multiplicity is 1. As for the SMILES: O=C(CNC(=O)C(c1ccccc1)c1ccccc1)OCc1ccccc1.

Atomic partial charges in e from the Mulliken method, atoms 1 to 2: number 1, O, carries -0.573; number 2, C, carries 0.818

=====

3.
Below is a molecular structure, C35H43ClP2ScSi2 in a non-equilibrium geometry, with properties calculated with wB97M-V/def2-TZVPD.

Positions of all 84 atoms, in Å:
C: -1.96 -1.18 3.20
C: -3.03 -0.84 2.32
C: -3.20 -1.94 1.42
H: -3.64 0.05 2.40
C: -2.16 -2.89 1.68
C: -1.37 -2.41 2.76
H: -0.57 -2.94 3.26
H: -1.75 -0.70 4.15
H: -3.99 -2.04 0.67
H: -2.02 -3.86 1.19
Sc: -1.25 -0.97 0.78
Si: -1.08 -1.13 -2.54
C: -0.79 0.44 -3.60
C: 0.38 0.61 -4.35
H: 1.16 -0.17 -4.38
C: 0.59 1.77 -5.10
H: 1.54 1.92 -5.63
C: -0.41 2.75 -5.14
H: -0.25 3.67 -5.71
C: -1.58 2.58 -4.40
H: -2.36 3.34 -4.42
C: -1.76 1.44 -3.61
H: -2.68 1.31 -3.02
C: -0.53 -2.31 -3.91
C: -1.31 -2.25 -5.07
H: -2.27 -1.73 -5.05
C: -0.85 -2.79 -6.28
H: -1.45 -2.69 -7.19
C: 0.41 -3.42 -6.34
H: 0.79 -3.81 -7.28
C: 1.16 -3.55 -5.16
H: 2.14 -4.05 -5.18
C: 0.68 -3.03 -3.94
H: 1.28 -3.16 -3.04
H: -2.50 -1.36 -2.17
Si: 2.42 1.16 -1.93
C: 1.63 -0.45 -1.47
C: 0.16 -0.65 -1.23
H: -0.35 0.25 -0.86
C: -0.31 -2.02 -0.92
H: -1.36 -2.36 -0.67
C: 0.62 -3.03 -0.52
H: 0.22 -3.95 -0.10
C: 1.97 -2.79 -0.72
H: 2.69 -3.60 -0.52
C: 2.45 -1.55 -1.19
H: 3.53 -1.45 -1.34
C: 1.30 2.59 -1.50
C: 0.33 2.48 -0.48
H: 0.48 1.76 0.33
C: -0.84 3.25 -0.50
H: -1.67 3.01 0.16
C: -0.95 4.34 -1.37
H: -1.85 4.95 -1.38
C: 0.11 4.60 -2.25
H: 0.04 5.45 -2.92
C: 1.21 3.74 -2.32
H: 1.99 3.93 -3.06
H: 3.70 1.22 -1.40
Cl: 0.94 -0.26 1.71
C: -0.81 3.13 3.06
P: -0.41 1.58 3.93
C: -1.27 1.84 5.54
C: 1.36 1.87 4.41
C: 2.09 0.58 4.84
P: 1.03 -0.93 4.71
C: 2.27 -2.20 4.26
C: 0.74 -1.35 6.48
H: -0.18 3.24 2.17
H: -0.67 3.99 3.74
H: -1.86 3.08 2.74
H: -2.08 1.10 5.60
H: -0.58 1.71 6.39
H: -1.70 2.85 5.54
H: 1.85 2.30 3.53
H: 1.36 2.62 5.21
H: 2.96 0.40 4.19
H: 2.44 0.63 5.88
H: 2.72 -2.62 5.17
H: 1.78 -3.00 3.69
H: 3.05 -1.75 3.63
H: 0.55 -0.43 7.05
H: 1.62 -1.88 6.86
H: -0.14 -2.01 6.51

Its net charge is +1. The total energy comes out at -104538.7076 eV. For the gap between HOMO and LUMO (spin up / spin down), the calculation gives 4.64 / 4.64 eV. The calculation puts the relative energy (zero: lowest compared OMol25 entry of this formula, charge and spin) at 6.7517 eV. The calculation puts the LUMO energy (spin up / spin down) at -4.59 / -4.59 eV. The spin multiplicity is 1.

Atomic partial charges in e from the Mulliken method, atoms 1 to 2: number 1, C, carries 0.483; number 2, C, carries -1.464

=====

4.
Below is a molecular structure, C26H35BaO2 in a non-equilibrium geometry, with properties calculated with wB97M-V/def2-TZVPD.

Positions of all 64 atoms, in Å:
O: 0.22 1.89 -2.27
C: 0.94 2.69 -3.26
C: -0.38 3.31 -3.79
H: 1.51 2.04 -3.95
H: 1.59 3.42 -2.77
C: -1.04 2.55 -2.60
H: -0.66 2.94 -4.78
H: -0.41 4.41 -3.74
C: -2.17 1.58 -2.87
H: -1.91 0.73 -3.51
H: -3.00 2.12 -3.34
H: -2.55 1.20 -1.92
C: -1.45 3.40 -1.42
H: -0.66 4.11 -1.14
H: -1.63 2.74 -0.56
H: -2.38 3.93 -1.63
Ba: 0.18 -1.37 -0.69
C: 1.44 1.10 2.22
C: 2.56 0.27 1.97
C: 3.09 0.61 0.70
H: 2.96 -0.48 2.67
C: 2.24 1.59 0.12
C: 1.22 1.90 1.07
H: 0.46 2.67 0.97
H: 0.89 1.16 3.16
H: 4.03 0.25 0.29
H: 2.37 2.07 -0.85
C: -1.60 -0.21 2.27
C: -2.24 0.76 1.47
C: -2.99 0.09 0.46
H: -2.21 1.83 1.63
C: -2.77 -1.31 0.64
C: -1.87 -1.49 1.74
H: -1.52 -2.43 2.17
H: -1.05 -0.02 3.19
H: -3.69 0.56 -0.23
H: -3.31 -2.10 0.11
O: 0.45 -1.79 -3.06
C: -0.24 -1.19 -4.23
C: 0.48 -1.74 -5.47
H: -0.14 -0.10 -4.18
H: -1.31 -1.46 -4.15
C: 1.47 -2.84 -5.02
H: 1.02 -0.94 -6.00
H: -0.24 -2.11 -6.19
C: 1.60 -2.64 -3.50
H: 2.44 -2.73 -5.52
H: 1.09 -3.85 -5.25
H: 2.54 -2.12 -3.29
H: 1.59 -3.58 -2.93
C: 1.21 -2.65 3.67
C: 0.71 -2.03 4.81
C: -0.57 -2.37 5.38
C: -1.12 -1.59 6.38
C: -0.41 -0.50 6.92
C: 0.90 -0.23 6.49
C: 1.46 -1.00 5.48
H: 2.21 -2.34 3.35
H: 0.72 -3.49 3.19
H: -1.08 -3.26 5.00
H: -2.10 -1.83 6.78
H: -0.85 0.11 7.71
H: 1.48 0.58 6.94
H: 2.50 -0.86 5.17

Its net charge is -1. The total energy comes out at -32313.7983 eV. For the gap between HOMO and LUMO, the calculation gives 2.20 eV. The calculation puts the relative energy (zero: lowest compared OMol25 entry of this formula, charge and spin) at 2.5600 eV. The calculation puts the LUMO energy at 1.04 eV. The spin multiplicity is 1.

Atomic partial charges in e from the Mulliken method, atoms 1 to 2: number 1, O, carries -0.270; number 2, C, carries -0.579

=====

5.
Below is C6H15NS2 in the gas phase in a non-equilibrium geometry, with properties calculated with wB97M-V/def2-TZVPD.

Positions of all 24 atoms, in Å:
C: -2.05 1.37 0.13
S: -1.33 0.34 -1.01
C: -2.55 -0.30 -2.02
C: -0.34 1.37 -2.14
N: -0.18 -0.61 -0.27
S: 1.43 -0.64 1.00
C: 2.75 0.28 0.54
C: 1.78 -2.09 1.58
C: 0.56 0.17 2.35
H: -1.55 1.19 1.10
H: -3.06 1.00 0.29
H: -2.11 -0.90 -2.80
H: -3.22 -0.85 -1.36
H: 0.34 0.67 -2.81
H: -1.06 1.76 -2.90
H: 0.15 2.07 -1.56
H: 0.20 -1.33 -1.00
H: 2.76 1.34 0.10
H: 3.50 -0.39 -0.01
H: 0.84 -2.50 2.15
H: 2.09 -2.90 0.83
H: 1.21 0.39 3.11
H: 0.05 1.10 2.09
H: -0.22 -0.56 2.59

The total energy comes out at -29614.3507 eV. For the gap between HOMO and LUMO, the calculation gives 7.04 eV. The calculation puts the relative energy (zero: lowest compared OMol25 entry of this formula, charge and spin) at 11.7738 eV. The calculation puts the LUMO energy at -0.46 eV. The spin multiplicity is 1. As for the SMILES: C=S(=C)(C)NS(=C)(=C)C.

Atomic partial charges in e from the Mulliken method, atoms 1 to 2: number 1, C, carries -0.976; number 2, S, carries 0.799

=====

6.
Below is a molecular structure, C23H27Cl2CoFN7O4S, with properties calculated with wB97M-V/def2-TZVPD.

Positions of all 66 atoms, in Å:
Co: -0.77 0.25 1.00
C: -6.61 -3.13 3.39
C: -5.45 -4.05 3.08
N: -4.40 -3.39 2.30
C: -3.38 -2.80 2.95
C: -2.39 -2.07 2.36
C: -1.33 -1.45 3.25
O: -1.25 -1.87 4.40
O: -0.62 -0.50 2.75
C: -2.37 -1.98 0.95
O: -1.50 -1.38 0.28
C: -3.47 -2.62 0.22
C: -3.52 -2.48 -1.17
C: -4.60 -2.97 -1.83
F: -4.66 -2.89 -3.18
C: -5.67 -3.58 -1.16
C: -5.60 -3.75 0.20
C: -4.49 -3.27 0.92
N: -6.84 -4.00 -1.87
C: -6.68 -5.25 -2.61
C: -8.05 -5.78 -2.99
N: -8.78 -4.72 -3.78
C: -8.88 -3.42 -3.03
C: -7.47 -2.98 -2.69
H: -7.36 -3.66 3.98
H: -7.08 -2.76 2.48
H: -6.27 -2.27 3.96
H: -5.76 -4.95 2.55
H: -4.98 -4.39 4.01
H: -3.35 -2.92 4.03
H: -2.73 -1.95 -1.69
H: -6.45 -4.20 0.70
H: -6.19 -5.99 -1.98
H: -6.07 -5.12 -3.52
H: -8.65 -5.98 -2.11
H: -7.98 -6.67 -3.61
H: -9.72 -5.06 -4.03
H: -8.28 -4.56 -4.66
H: -9.47 -3.61 -2.14
H: -9.39 -2.70 -3.68
H: -7.51 -2.04 -2.13
H: -6.92 -2.77 -3.62
Cl: 0.92 -1.44 -1.83
C: 2.10 -0.41 -2.66
Cl: 2.01 1.28 -2.15
H: 1.89 -0.45 -3.72
H: 3.09 -0.78 -2.43
C: 1.64 3.58 3.09
N: 2.14 2.36 2.46
C: 3.44 1.97 2.57
C: 3.87 0.81 2.02
C: 2.90 0.03 1.31
N: 1.64 0.42 1.20
C: 1.24 1.56 1.79
O: 0.04 1.90 1.75
N: 3.25 -1.11 0.71
H: 2.47 4.11 3.54
H: 0.90 3.33 3.85
H: 1.16 4.21 2.34
H: 4.09 2.63 3.11
H: 4.89 0.50 2.11
H: 4.15 -1.53 0.87
H: 2.52 -1.66 0.28
S: -3.30 0.95 -2.64
C: -2.17 1.03 -1.47
N: -1.36 1.08 -0.62

Its net charge is +1. The total energy comes out at -119131.2835 eV. For the gap between HOMO and LUMO (spin up / spin down), the calculation gives 5.95 / 5.93 eV. The calculation puts the relative energy (zero: lowest compared OMol25 entry of this formula, charge and spin) at 0.0000 eV. The calculation puts the LUMO energy (spin up / spin down) at -3.08 / -3.08 eV. The spin multiplicity is 2. As for the expectation value of S²: 0.7862.

Atomic partial charges in e from the Mulliken method, atoms 1 to 2: number 1, Co, carries -0.200; number 2, C, carries -1.012

=====

7.
Below is 2 unconnected molecules or ions with the total composition C3ClF2O2 in a non-equilibrium geometry, with properties calculated with wB97M-V/def2-TZVPD.

Positions of all 8 atoms, in Å:
C: -0.04 -0.75 0.12
C: 1.20 -0.29 -0.05
C: -1.49 0.76 0.06
O: -1.58 1.28 1.09
O: -1.85 0.86 -1.12
F: -0.14 -2.18 0.33
F: 2.37 -1.11 0.00
Cl: 1.55 1.44 -0.44

Its net charge is -1. The total energy comes out at -25162.9194 eV. For the gap between HOMO and LUMO, the calculation gives 8.60 eV. The calculation puts the relative energy (zero: lowest compared OMol25 entry of this formula, charge and spin) at 0.9190 eV. The calculation puts the LUMO energy at 3.65 eV. The spin multiplicity is 1.

Atomic partial charges in e from the Mulliken method, atoms 1 to 2: number 1, C, carries -0.094; number 2, C, carries 0.305

=====

8.
Below is a molecular structure, C18H40Cl3F6Mg3O14S2 in a non-equilibrium geometry, with properties calculated with wB97M-V/def2-TZVPD.

Positions of all 86 atoms, in Å:
Mg: -0.43 4.29 2.49
Mg: 0.15 -0.02 2.12
Mg: 3.59 2.60 1.72
Cl: 2.21 4.29 2.32
Cl: -0.88 2.13 1.33
Cl: 2.41 0.57 1.70
C: 1.52 2.25 6.10
F: 1.72 1.12 6.73
F: 1.20 3.13 7.04
F: 2.54 2.61 5.36
S: -0.04 2.06 4.92
O: -0.19 3.31 4.13
O: 0.22 0.85 4.06
O: -1.18 1.83 5.82
C: -1.00 -3.49 0.13
F: -2.09 -3.17 0.89
F: -0.07 -4.07 0.83
F: -1.32 -4.33 -0.81
S: -0.38 -1.90 -0.63
O: -1.46 -1.34 -1.48
O: -0.14 -0.98 0.50
O: 0.79 -2.29 -1.41
C: -2.77 2.27 -2.22
O: -1.96 1.14 -2.50
C: -0.60 1.41 -2.43
C: 0.07 0.63 -3.61
O: -0.49 -0.65 -3.76
C: 0.23 -1.51 -4.61
H: -2.46 2.72 -1.28
H: -3.82 1.98 -2.15
H: -2.73 2.99 -3.04
H: -0.13 1.11 -1.49
H: -0.33 2.45 -2.59
H: 1.09 0.57 -3.23
H: 0.01 1.25 -4.50
H: 1.28 -1.52 -4.31
H: 0.21 -1.30 -5.68
H: -0.12 -2.54 -4.48
C: 4.04 -0.90 -1.68
O: 5.26 -0.18 -2.04
C: 6.22 -0.32 -1.02
C: 7.34 0.69 -1.08
O: 7.41 1.37 -2.38
C: 8.44 2.42 -2.23
H: 3.44 -0.59 -0.83
H: 4.26 -1.94 -1.41
H: 3.34 -1.08 -2.50
H: 6.60 -1.33 -0.94
H: 5.79 -0.38 -0.02
H: 8.21 0.08 -0.83
H: 7.28 1.39 -0.25
H: 8.01 3.17 -1.57
H: 8.62 2.77 -3.24
H: 9.45 2.18 -1.89
C: -6.41 1.64 -3.47
O: -6.33 1.14 -2.14
C: -6.50 -0.28 -1.98
C: -5.27 -1.10 -2.51
O: -3.92 -0.72 -2.00
C: -3.94 -0.39 -0.56
H: -7.42 1.73 -3.85
H: -5.73 1.17 -4.17
H: -6.11 2.69 -3.37
H: -7.44 -0.71 -2.35
H: -6.54 -0.51 -0.92
H: -5.25 -1.19 -3.60
H: -5.44 -2.11 -2.15
H: -3.08 0.23 -0.33
H: -3.96 -1.26 0.10
H: -4.73 0.27 -0.18
C: -3.01 -0.59 2.76
O: -1.62 -0.74 2.87
C: -1.38 -1.76 3.95
C: 0.04 -2.00 4.32
O: 0.67 -1.80 3.08
C: 1.80 -2.63 3.01
H: -3.35 0.11 2.00
H: -3.34 -0.18 3.71
H: -3.55 -1.52 2.59
H: -1.67 -2.73 3.55
H: -1.85 -1.54 4.91
H: 0.16 -3.00 4.74
H: 0.39 -1.30 5.08
H: 2.46 -2.61 3.88
H: 2.46 -2.47 2.15
H: 1.50 -3.66 2.83

Its net charge is +1. The total energy comes out at -139851.6368 eV. For the gap between HOMO and LUMO, the calculation gives 3.90 eV. The calculation puts the LUMO energy at -6.23 eV. The spin multiplicity is 1.

Atomic partial charges in e from the Mulliken method, atoms 1 to 2: number 1, Mg, carries 1.060; number 2, Mg, carries 1.592